Formula: C22H36O3P2Ti
Source: the Open Molecules 2025 dataset
Level of theory: ωB97M-V/def2-TZVPD

The geometry in ORCA input format:
```
! wB97M-V def2-TZVPD RIJCOSX def2/J DEFGRID3
* xyz 0 3
P 1.45106 0.97389 -2.38245
P -1.75323 -0.43748 -1.73569
C 0.40676 -0.04068 -3.49725
C -1.05391 0.35147 -3.29577
H 0.62191 -1.10709 -3.29619
H 0.68660 0.15915 -4.54532
H -1.18996 1.42470 -3.09970
H -1.66992 0.04796 -4.15413
C -2.44930 -1.84285 -2.82210
H -3.16543 -2.49129 -2.28000
H -1.63639 -2.48401 -3.21039
H -2.97960 -1.39533 -3.68822
C -3.31616 0.35550 -1.35777
H -4.09473 -0.05366 -2.01552
H -3.20133 1.44323 -1.46915
H -3.54074 0.09903 -0.31079
C 2.97283 0.76937 -3.39052
H 3.73252 1.46052 -3.00251
H 2.79210 1.00763 -4.45268
H 3.37993 -0.24660 -3.33282
C 1.02470 2.70777 -2.78799
H -0.02711 2.93827 -2.52157
H 1.19580 2.91348 -3.86883
H 1.69517 3.33990 -2.16860
Ti -0.93108 2.27947 0.57241
C -0.80372 -2.44313 -0.35627
C -0.40961 -3.57440 -0.91110
C 0.96517 -3.87044 -1.39432
C 2.16071 -3.10814 -0.76223
C 2.48071 -1.83801 -1.42011
C 2.15952 -0.56282 -0.95266
C 0.93084 -0.27549 0.07541
C 0.01612 -1.45087 0.53143
C 0.22233 3.85442 0.64473
H -1.91691 -2.24433 -0.24267
H -1.13261 -4.40617 -1.01247
H 1.00690 -3.77874 -2.50663
H 1.09047 -4.94785 -1.17906
H 1.95992 -2.87478 0.29837
H 3.06773 -3.75069 -0.83276
H 3.20457 -1.95522 -2.25356
H 3.09480 0.05428 -0.81270
H 0.14336 0.55731 -0.24629
H 1.40099 0.14214 0.99025
H 0.49121 -2.01133 1.37367
H -0.78698 -0.88487 1.06684
H -0.60651 4.60514 0.73992
H 0.74121 4.01816 -0.32146
H 0.92763 3.95450 1.49114
O -2.47831 2.42773 5.13728
C -1.51555 1.47407 5.27773
C -1.54037 0.76831 6.50612
C -0.48675 -0.09846 6.80968
C 0.66575 -0.15523 5.99941
C 0.68871 0.53554 4.77662
C -0.44041 1.24814 4.35610
C -0.59176 1.72873 3.00737
O 0.31537 1.65012 2.07322
O -1.68466 2.28981 2.56633
H -2.44354 2.78024 4.22414
H -2.38405 0.91554 7.19617
H -0.55383 -0.69987 7.73844
H 1.52082 -0.76648 6.30747
H 1.57022 0.52077 4.12999
*
```

For the calculated total energy, the calculation gives -71226.0569 eV. As for the orbital gap (alpha / beta): 6.16 / 6.24 eV. The value obtained for the relative energy (zero: lowest compared OMol25 entry of this formula, charge and spin) is 468.90 kJ/mol.


Formula: C22H21ClIN5O3PtS
Source: the Open Molecules 2025 dataset
Level of theory: ωB97M-V/def2-TZVPD

The geometry in ORCA input format:
```
! wB97M-V def2-TZVPD RIJCOSX def2/J DEFGRID3
* xyz 2 5
Pt 0.82859 -0.61154 -0.97653
Cl 1.71463 3.61067 5.19202
C 2.22285 2.68196 3.86864
C 3.46267 2.81636 3.21498
C 3.64746 2.17081 2.00945
C 2.72926 1.34530 1.38984
O 3.02113 0.90490 0.15575
C 1.54049 0.98079 2.16407
C 0.62622 -0.05662 1.89023
N 0.61552 -0.98108 0.94276
C -0.01690 -2.18204 1.19647
C -0.28980 -2.77996 2.40534
C -1.01792 -4.00465 2.44319
C -1.44184 -4.64654 1.28833
C -1.33390 -4.00543 0.03179
C -1.98436 -4.43895 -1.10775
C -1.77576 -3.73868 -2.29165
C -0.91406 -2.61664 -2.30667
N -0.39172 -2.13767 -1.16636
C -0.56459 -2.77935 0.00995
C 1.28893 1.73143 3.35052
H 4.24309 3.46423 3.56786
H 4.61011 2.27217 1.53091
H -0.19205 -0.06891 2.62810
H -0.08907 -2.27073 3.35402
H -1.27475 -4.41867 3.41180
H -1.96218 -5.63133 1.34354
H -2.59612 -5.34412 -0.97555
H -2.23773 -4.06544 -3.20216
H -0.66433 -2.09963 -3.22592
H 0.34352 1.66391 3.87904
N 1.37289 0.78584 -4.91418
C 1.12767 0.76323 -3.57986
O 0.79083 -0.38600 -3.07296
C 1.09623 2.05093 -2.78719
I 4.90632 1.81998 -3.04755
H 1.40291 -0.04627 -5.50791
H 1.78470 1.57757 -5.39999
H 0.11472 2.17774 -2.32516
H 1.18634 2.96947 -3.40190
S 3.33925 3.29271 -1.60841
C 2.13183 2.04860 -1.69177
N 1.99474 0.95651 -0.88945
C -3.24270 0.10648 0.21995
N -2.77664 1.47490 0.04315
C -2.64780 2.37546 1.17685
C -2.33128 1.93037 -1.14948
O -1.66361 2.96214 -1.30964
H -3.24252 -0.15628 1.26593
H -2.58488 -0.59248 -0.29368
H -4.29332 -0.03182 -0.13404
H -2.80419 1.80918 2.13827
H -3.38848 3.15012 1.09121
H -1.68937 2.90728 1.17950
H -2.73103 1.28976 -2.01771
*
```

For the calculated total energy, the calculation gives -71433.5274 eV. As for the orbital gap (alpha / beta): 5.51 / 4.43 eV. The value obtained for the relative energy (zero: lowest compared OMol25 entry of this formula, charge and spin) is 84.53 kJ/mol.


Formula: C5H8N2O3S
Source: the Open Molecules 2025 dataset
Level of theory: ωB97M-V/def2-TZVPD

The geometry in ORCA input format:
```
! wB97M-V def2-TZVPD RIJCOSX def2/J DEFGRID3
* xyz 0 1
C -0.93489 0.25461 -1.14346
C -0.71456 -1.10981 -0.52589
C 2.12547 0.01694 -0.08790
C -1.85430 -1.96136 -0.41637
C -0.95937 1.66056 1.35067
N 0.44047 -1.66102 -0.45741
N 3.42116 0.32270 -0.38167
O 1.41869 0.80005 0.55773
O -1.91197 1.29247 -0.94278
O 1.68915 -1.04872 -0.71746
S -0.42353 1.71863 -0.37628
H -2.43616 -1.80613 0.51623
H -2.43790 -1.65468 -1.29216
H -1.59535 -3.00911 -0.32120
H -0.23031 2.31687 1.94595
H -1.86197 2.27909 1.56716
H -1.29084 0.71159 1.79444
H 3.67493 1.26853 -0.19951
H 3.88131 -0.39122 -0.87007
*
```

For the calculated total energy, the calculation gives -25266.3933 eV. As for the orbital gap: 7.95 eV. The value obtained for the relative energy (zero: lowest compared OMol25 entry of this formula, charge and spin) is 605.76 kJ/mol.


Formula: C35H27Br2MgN3O5P
Source: the Open Molecules 2025 dataset
Level of theory: ωB97M-V/def2-TZVPD

The geometry in ORCA input format:
```
! wB97M-V def2-TZVPD RIJCOSX def2/J DEFGRID3
* xyz 1 1
Mg -0.02502 -0.46366 0.01901
O 0.56530 -2.57404 3.61077
C 0.48399 -2.05601 2.40330
O -0.12290 -1.04272 2.12602
C 1.22615 -2.82558 1.34579
C 1.97722 -3.97528 1.52539
C 2.58430 -4.51863 0.40143
C 2.43477 -3.90563 -0.83805
C 1.66913 -2.75307 -0.90715
N 1.08081 -2.25588 0.16492
C 1.35996 -1.91559 -2.12693
O 1.99916 -2.15449 -3.25596
O 0.52094 -1.04648 -2.06441
H 0.04124 -2.02309 4.21460
H 2.08259 -4.42554 2.50136
H 3.17651 -5.41852 0.48693
H 2.90494 -4.33879 -1.71087
H 2.72568 -2.77900 -3.14059
C -1.48724 4.65135 0.23333
C 0.00323 4.46398 0.15939
C 0.85755 5.58830 0.10186
C 2.20315 5.39801 0.00693
C 2.72417 4.08587 -0.02004
C 4.11272 3.79102 -0.12847
Br 5.39065 5.18032 -0.24509
C 4.54095 2.49889 -0.16166
C 3.60229 1.45545 -0.07365
Br 4.26223 -0.32838 -0.13330
C 2.24488 1.65372 0.05252
O 1.40813 0.68433 0.14639
C 1.79827 3.02572 0.06267
N 0.45539 3.23404 0.13756
H -1.75420 5.68476 0.44448
H -1.91078 4.02107 1.01666
H -1.94995 4.37727 -0.71795
H 0.43558 6.58290 0.12645
H 2.87776 6.24039 -0.04853
H 5.59197 2.26679 -0.25532
N -1.59108 0.96036 -0.41520
C -3.00276 0.71775 -0.19436
C -3.86993 1.79521 -0.05760
C -5.22459 1.57508 0.12623
C -5.72595 0.27849 0.15743
C -4.85991 -0.79031 0.02916
C -3.48814 -0.58962 -0.12791
P -2.29385 -1.96067 -0.22561
C -2.88486 -2.99516 -1.60071
C -2.46403 -2.65632 -2.88608
C -2.91937 -3.36845 -3.98398
C -3.78834 -4.43603 -3.80535
C -4.20227 -4.78508 -2.52759
C -3.75556 -4.06662 -1.42950
C -2.56561 -2.97278 1.26500
C -2.03858 -4.26446 1.28392
C -2.06280 -5.02145 2.44433
C -2.60299 -4.49041 3.60902
C -3.12505 -3.20462 3.59935
C -3.10667 -2.44826 2.43521
H -1.42150 1.05338 -1.41726
H -1.26363 1.84764 -0.01696
H -3.48087 2.80373 -0.10785
H -5.89099 2.42035 0.23178
H -6.78561 0.10828 0.28367
H -5.24712 -1.80230 0.05959
H -1.77940 -1.82839 -3.03352
H -2.59217 -3.09111 -4.97672
H -4.13968 -4.99672 -4.66061
H -4.87800 -5.61686 -2.38385
H -4.08572 -4.35159 -0.43706
H -1.62510 -4.69518 0.37638
H -1.66644 -6.02794 2.43734
H -2.62848 -5.08140 4.51405
H -3.55985 -2.78976 4.49934
H -3.51501 -1.44539 2.44664
*
```

For the calculated total energy, the calculation gives -206260.7179 eV. As for the orbital gap: 5.74 eV. The value obtained for the relative energy (zero: lowest compared OMol25 entry of this formula, charge and spin) is 0.00 kJ/mol.


Formula: C4H8O2
Source: the Open Molecules 2025 dataset
Level of theory: ωB97M-V/def2-TZVPD

The geometry in ORCA input format:
```
! wB97M-V def2-TZVPD RIJCOSX def2/J DEFGRID3
* xyz 0 1
O 0.72944 -1.16709 -1.49820
C 0.45690 0.14290 -0.83994
C -1.04328 0.20255 -0.45360
C -1.07284 -0.08001 1.07356
O 0.24491 -0.47725 1.40966
C 1.10260 0.26086 0.56073
H 1.69001 -1.31087 -1.47391
H 0.83524 0.62955 -1.72661
H -1.48083 -0.61374 -1.01990
H -1.59595 1.12319 -0.68755
H -1.75577 -0.88960 1.35640
H -1.36136 0.81086 1.66253
H 1.19241 1.29593 0.94930
H 2.08922 -0.20018 0.58848
*
```

For the calculated total energy, the calculation gives -8371.4123 eV. As for the orbital gap: 10.85 eV. The value obtained for the relative energy (zero: lowest compared OMol25 entry of this formula, charge and spin) is 180.38 kJ/mol. As for the SMILES: O[C@H]1CCOC1.


Formula: C18H13N5OS
Source: the Open Molecules 2025 dataset
Level of theory: ωB97M-V/def2-TZVPD

The geometry in ORCA input format:
```
! wB97M-V def2-TZVPD RIJCOSX def2/J DEFGRID3
* xyz 0 1
C 1.60412 -1.59340 -1.79322
C 2.45890 -1.41322 -2.62071
N 4.31824 1.10692 -3.98114
N -4.94105 1.38123 3.61001
N -3.58791 -0.30496 2.67993
O 3.13607 -1.16711 -4.92111
S 5.37543 0.13091 -1.77625
C 4.38170 0.02887 -3.20570
C 5.14243 2.07632 -3.43710
C 5.79837 1.76442 -2.28435
C -1.59219 0.54490 1.32283
C -1.18490 1.82962 1.07909
C -4.58963 0.16181 3.40008
C -4.15657 2.32025 3.07409
C -2.80184 0.64488 2.15580
C -0.45821 -3.04996 0.95968
C 0.39828 -3.02033 -0.16550
C -1.10363 -1.87292 1.43074
C -0.07203 -0.63668 -0.34299
C 0.62456 -1.75193 -0.75991
C -0.91970 -0.66246 0.77981
C -3.07262 1.98170 2.29398
N -5.45801 -0.76730 3.78149
N -2.07804 2.72367 1.63770
C 3.58823 -1.18178 -3.55065
H 2.97399 -0.25713 -5.21223
H 5.19993 3.05674 -3.89065
H 6.47431 2.40176 -1.74021
H -0.27237 2.09765 0.54269
H -4.36306 3.36467 3.26772
H -0.58187 -4.02222 1.41841
H 0.84637 -3.94701 -0.55580
H -1.73497 -1.92235 2.32674
H 0.10047 0.30435 -0.82374
H -5.30080 -1.59073 3.24920
H -6.40555 -0.42359 3.86323
H -1.97117 3.72265 1.60782
H 4.22472 -2.05824 -3.41978
*
```

For the calculated total energy, the calculation gives -39208.5190 eV. As for the orbital gap: 8.49 eV. The value obtained for the relative energy (zero: lowest compared OMol25 entry of this formula, charge and spin) is 143.17 kJ/mol. As for the SMILES: Nc1ncc2[nH]cc(-c3cccc(C#C[C@@H](O)c4nccs4)c3)c2n1.


Question: Look up the relative energy (zero: lowest compared OMol25 entry of this formula, charge and spin) of the fifth one.
Answer: 180.38 kJ/mol


Question: What is the formula in the third record?
Answer: C5H8N2O3S